[1]
{"formula": "C54H45F9", "method": "ωB97M-V/def2-TZVPD", "species": ["C", "H", "H", "C", "C", "C", "F", "C", "H", "C", "H", "C", "H", "C", "F", "H", "C", "H", "H", "C", "H", "H", "H", "H", "C", "H", "C", "C", "F", "H", "H", "H", "H", "H", "H", "F", "C", "H", "F", "C", "H", "C", "C", "H", "H", "C", "H", "H", "F", "H", "C", "C", "C", "C", "F", "C", "H", "C", "H", "C", "H", "H", "C", "H", "C", "H", "H", "C", "C", "H", "C", "H", "C", "C", "C", "C", "C", "C", "C", "H", "H", "C", "C", "C", "H", "H", "H", "H", "C", "C", "C", "C", "C", "C", "C", "H", "C", "F", "C", "C", "C", "H", "C", "H", "C", "C", "F", "H"], "coordinates": [[5.52633, -25.26656, 21.81874], [-4.42415, -35.13573, 25.71088], [0.70855, -45.09920, 19.36927], [-1.14466, -27.93185, 27.76641], [5.73995, -32.89735, 23.09837], [3.92960, -34.96429, 23.49809], [11.94324, -30.02518, 26.41951], [14.52130, -34.55926, 20.00931], [0.40667, -31.11910, 19.89053], [3.72416, -46.62056, 20.00939], [3.20817, -35.75574, 23.63791], [-2.88320, -30.82811, 19.34962], [17.79428, -35.17661, 19.81550], [-8.07353, -33.82409, 25.37832], [13.33746, -32.61735, 19.80265], [0.31039, -28.64976, 19.37581], [4.59720, -24.42795, 21.27433], [6.88162, -34.35638, 21.97884], [13.11739, -32.19908, 25.36260], [15.76014, -31.46424, 27.29088], [6.90618, -33.33859, 35.11085], [6.21333, -33.36971, 30.23931], [4.62417, -24.90796, 25.10194], [5.57025, -45.54219, 20.28330], [15.73269, -35.33118, 19.92716], [2.91482, -23.59222, 24.16499], [3.65386, -33.70777, 24.01023], [3.91274, -44.22773, 20.11747], [1.64441, -47.55864, 19.50333], [8.07019, -34.75068, 31.31227], [15.69086, -31.43097, 19.43593], [-3.57488, -27.42949, 30.08094], [-8.58907, -35.73757, 26.31691], [-9.06634, -33.40065, 25.34054], [5.36449, -36.25395, 22.43847], [2.59957, -33.49050, 24.79993], [-1.66402, -31.49114, 19.63795], [-7.13664, -32.00099, 24.59217], [4.54402, -31.83614, 31.53983], [6.35936, -33.37014, 31.30939], [2.76624, -23.39929, 21.69733], [16.88320, -34.60719, 19.70563], [-3.00558, -29.46415, 19.27718], [-3.98210, -29.09837, 18.99609], [6.43431, -26.02366, 23.60664], [1.76969, -45.22864, 19.52297], [4.34043, -31.68814, 24.14605], [2.07602, -43.16429, 19.59115], [4.53406, -24.22479, 19.91442], [6.42265, -32.07808, 22.92772], [4.49956, -45.46111, 20.16729], [4.58684, -32.69985, 23.85950], [-1.81971, -27.90330, 28.97176], [-3.16146, -27.47319, 29.08416], [-6.12712, -36.75005, 26.46566], [-3.18410, -27.04819, 26.72408], [-1.25312, -28.22605, 29.83269], [14.10901, -29.72184, 27.43574], [15.78539, -36.40499, 20.02988], [5.64350, -25.42818, 23.17488], [-1.49084, -32.55238, 19.73881], [15.19860, -33.14307, 25.99695], [-5.67670, -33.47568, 25.08789], [-4.80901, -32.94492, 24.72482], [14.56582, -33.20401, 19.82422], [5.03296, -31.99309, 34.13933], [-1.40593, -27.37923, 25.68314], [-1.86609, -28.70391, 19.27330], [14.93819, -32.17500, 26.39875], [-4.83353, -26.50597, 28.02856], [5.65128, -32.61650, 33.51050], [8.13999, -34.89810, 33.79573], [16.90092, -33.20759, 19.61915], [3.64211, -24.06690, 23.52301], [-3.87885, -27.00593, 27.95757], [-6.97868, -32.98078, 25.01815], [2.55523, -44.11030, 19.79571], [6.67851, -33.40136, 34.05699], [5.99016, -34.18530, 22.56400], [4.15302, -47.61157, 20.02860], [-0.11041, -28.23940, 27.72009], [7.42556, -34.26664, 33.28853], [3.58575, -23.95211, 22.13230], [-1.86595, -27.46749, 26.65627], [17.81088, -32.69646, 19.34149], [13.53735, -34.96244, 20.19826], [-3.70241, -31.52712, 19.43133], [16.03428, -29.65623, 28.39444], [-5.40204, -34.68059, 25.65638], [-6.48524, -35.50591, 26.00457], [13.69730, -31.64632, 26.08686], [15.73830, -32.49148, 19.63463], [2.36198, -46.50170, 19.69615], [13.22967, -30.39484, 26.61869], [7.32186, -34.22052, 31.88264], [6.16018, -25.80606, 21.13058], [-0.58832, -29.24678, 19.42366], [-3.77987, -26.56702, 25.57033], [5.10723, -35.25856, 22.76924], [5.46745, -32.62652, 32.12757], [-0.52584, -30.62799, 19.65463], [16.75737, -31.85125, 27.43973], [-7.82828, -35.05780, 25.96263], [4.47450, -43.32748, 20.31836], [4.68177, -24.78712, 24.03026], [15.34718, -30.27002, 27.83092], [-2.01539, -27.33288, 19.13505], [13.74480, -28.80533, 27.87593]], "forces_ev_per_angstrom": [[1.3, -0.4, -1.0], [0.2, 0.3, 0.0], [0.0, -0.3, -0.4], [-1.5, 0.8, -0.3], [-0.6, -1.6, -0.1], [0.0, -1.0, -0.5], [0.9, 0.2, -0.1], [1.2, -1.4, -0.1], [0.4, 0.3, -0.2], [-0.7, 0.4, -0.6], [-0.1, -0.1, 0.2], [1.1, -2.9, 1.7], [0.4, 0.2, -0.5], [1.5, 1.4, 0.5], [0.6, 0.5, 0.1], [-0.1, 0.1, 0.1], [-2.2, 0.2, 0.8], [0.2, 0.1, 0.0], [-0.5, 0.1, 0.1], [0.2, -0.7, -0.6], [-0.3, 0.0, 0.2], [0.1, 0.2, -0.1], [0.8, -0.3, 0.2], [0.0, -0.1, 0.3], [-1.6, 1.9, 0.0], [-0.1, -0.1, -0.1], [1.7, -0.5, 0.0], [-0.9, 0.9, -0.2], [-1.2, -2.0, -0.3], [-0.4, -0.2, -0.4], [0.1, 0.1, 0.1], [-0.3, 0.0, -0.1], [-0.2, 0.1, -0.1], [-0.1, -0.2, -0.1], [-0.3, 0.0, -0.1], [-0.5, -0.1, -0.2], [1.0, 3.3, -0.8], [-0.2, 0.0, 0.0], [0.1, -0.3, 0.2], [-0.5, -0.4, 0.6], [-0.1, 0.1, -0.2], [0.5, -0.2, 1.0], [-0.5, -0.4, -1.0], [0.1, 0.6, 0.4], [-0.1, -0.1, -0.1], [0.9, -0.6, 1.1], [0.0, 0.0, 0.5], [0.2, 0.3, 0.4], [0.0, -0.2, 1.4], [0.0, 0.0, 0.0], [-0.2, -1.1, 0.0], [0.1, 0.9, -1.0], [-0.4, -0.2, 0.2], [0.6, 0.3, -0.9], [-0.9, 0.8, -0.2], [-0.4, 0.4, 0.8], [-0.3, 0.0, 0.4], [-0.8, 0.4, 0.8], [-0.3, 0.0, 0.1], [-1.6, 0.9, 1.8], [-0.5, 0.0, 0.1], [0.3, 0.1, -0.1], [0.0, 1.0, 0.0], [-0.2, 0.6, -0.1], [-0.6, -0.4, 0.1], [0.0, 0.1, 0.0], [0.2, -0.1, -0.1], [0.7, 1.4, 0.0], [-0.6, 1.1, 0.8], [-0.2, -0.3, 0.0], [0.2, 0.0, -0.6], [0.2, 0.0, -0.2], [0.5, -0.7, -0.8], [0.4, -0.1, -1.6], [1.6, -0.3, -0.3], [-0.6, -1.3, -0.3], [-0.1, -0.6, -0.7], [-0.7, 0.1, 0.0], [-0.1, 0.2, 0.2], [0.1, 0.0, 0.1], [0.0, 0.0, -0.2], [0.2, 0.4, -0.8], [0.0, 1.1, -1.3], [0.3, -0.1, -0.8], [0.2, 0.0, 0.4], [0.1, -0.4, -0.1], [-0.8, 0.5, -0.5], [-0.1, -0.1, 0.3], [-1.3, -2.3, 0.1], [0.4, 0.8, 0.5], [-0.8, 0.8, -0.3], [-1.0, 0.4, -0.2], [1.6, 3.0, 0.2], [1.5, -2.6, -0.2], [-0.6, 0.9, 1.1], [0.4, 0.0, 0.0], [-0.9, -0.7, 0.3], [0.5, -0.5, 1.3], [-0.3, 2.2, 0.9], [1.7, -0.7, 0.1], [-0.7, -1.0, 0.1], [0.1, 0.0, 0.4], [1.6, -1.2, -0.4], [0.2, 0.0, -0.1], [1.2, -1.2, 0.1], [-0.4, 0.5, -1.2], [0.3, -1.3, 0.0], [0.2, 0.2, 0.1]], "mulliken_charge": [-0.11, 0.37, 0.37, -0.51, -0.47, -0.18, -0.28, -0.29, 0.33, -0.43, 0.36, -0.27, 0.33, -0.35, -0.30, 0.41, 0.05, 0.33, 0.35, -0.20, 0.34, 0.38, 0.33, 0.35, -0.41, 0.38, 0.16, -0.49, -0.29, 0.35, 0.40, 0.34, 0.38, 0.35, 0.38, -0.29, -0.57, 0.35, -0.29, -0.38, 0.36, -0.43, -0.52, 0.37, 0.37, -0.50, 0.37, 0.33, -0.29, 0.37, -0.25, -0.26, -0.29, -0.39, -0.29, 0.25, 0.33, -0.18, 0.38, -0.57, 0.39, 0.37, -0.32, 0.35, 0.42, 0.39, 0.38, 0.66, -0.50, 0.41, -0.38, 0.35, -0.40, -0.51, -0.38, -0.44, -0.26, -0.30, -0.25, 0.39, 0.39, -0.41, -0.20, -0.23, 0.34, 0.39, 0.32, 0.34, -0.42, 0.46, -0.22, -0.43, 0.43, 0.14, -0.35, 0.39, -0.63, -0.30, -0.53, 0.29, -0.20, 0.34, -0.44, 0.35, -0.20, -0.52, -0.31, 0.37], "de_lowest_ev": 3.352, "multiplicity": 1, "smiles": "Fc1ccccc1.Fc1ccccc1.Fc1ccccc1.Fc1ccccc1.Fc1ccccc1.Fc1ccccc1.Fc1ccccc1.Fc1ccccc1.Fc1ccccc1", "total_charge": 0, "homo_energy_ev": -9.1}

***

[2]
{"formula": "C4H10N2O", "method": "ωB97M-V/def2-TZVPD", "species": ["H", "N", "H", "C", "N", "C", "H", "H", "H", "C", "H", "H", "H", "O", "C", "H", "H"], "coordinates": [[-1.32914, 0.56638, -2.13799], [-2.02118, 0.11968, -1.66076], [-0.39616, -1.18397, 0.85463], [-1.49135, -0.78882, -0.70254], [2.55991, 0.49946, 1.45113], [-0.73733, -0.16471, 0.48003], [0.41765, 1.69734, 0.45298], [3.12232, -0.31795, 1.85294], [-0.67325, -1.33718, -1.17706], [1.87030, -0.11026, 0.42606], [-1.50207, 0.39007, 1.21174], [2.00487, 1.40993, 1.80295], [-2.76064, 0.66455, -1.39650], [2.12300, -1.26811, 0.00338], [0.57562, 0.66397, 0.05482], [-2.29941, -1.49165, -0.52451], [0.53686, 0.65126, -0.99131]], "forces_ev_per_angstrom": [[1.8, 1.8, -1.6], [-0.1, -2.6, -0.5], [-0.1, 1.6, 1.0], [0.7, 0.7, -0.7], [-1.2, -0.2, -0.6], [-0.7, -1.3, 1.6], [0.8, -0.8, -0.4], [-0.7, 2.5, 0.5], [-0.3, -0.3, -0.4], [-1.2, -1.3, 0.4], [2.0, -1.1, -1.4], [2.5, -3.3, -0.1], [-1.9, 1.7, 0.9], [-0.4, 3.2, 0.9], [-1.5, -0.9, 1.2], [0.2, -0.2, 1.0], [0.1, 0.5, -1.7]], "mulliken_charge": [0.21, -0.48, 0.20, -0.89, -0.52, -0.21, 0.30, 0.29, 0.42, 0.35, 0.31, 0.33, 0.17, -0.62, -0.49, 0.39, 0.25], "de_lowest_ev": 2.529, "multiplicity": 1, "smiles": "NCCCC(N)=O", "total_charge": 0, "homo_energy_ev": -8.9}

***

[3]
{"formula": "C6H22N3Si2", "method": "ωB97M-V/def2-TZVPD", "species": ["H", "H", "H", "H", "H", "H", "H", "N", "C", "N", "H", "H", "H", "H", "H", "H", "N", "H", "H", "H", "C", "H", "H", "C", "H", "Si", "C", "H", "H", "C", "H", "Si", "C"], "coordinates": [[0.71974, -0.86587, 1.80313], [3.76510, -0.69031, 1.66102], [-0.93546, 1.04270, -2.02516], [2.34317, 2.35871, -1.17594], [-2.41122, -1.55585, -1.58211], [-1.17549, 2.75119, 0.55878], [-3.11974, 0.70671, -0.06858], [0.37744, -0.43864, 0.93820], [-1.51261, -1.99843, -1.23410], [-1.83716, 1.18495, -1.52963], [-0.83920, -2.13247, -2.08255], [0.72172, 1.81962, -1.39906], [-0.63009, 1.28763, 1.12277], [-1.70763, -3.04765, -0.86510], [4.00019, 0.80427, 1.02677], [-2.21311, 2.02440, -2.03911], [-1.57778, 1.83907, 0.86801], [2.56583, -2.27258, -0.90692], [2.91286, 0.59818, 2.29542], [-2.66752, -2.34857, 1.24117], [1.52458, 1.88758, -0.63180], [3.26035, -0.94009, -1.73314], [-2.79261, -0.50581, 2.02629], [-2.09833, 0.81230, -0.25622], [-1.55966, -1.82300, 2.47000], [1.88847, 0.06130, 0.00261], [3.26008, 0.11950, 1.38844], [1.68002, -1.46144, -2.34857], [-2.12052, 1.76294, 1.67697], [-2.20728, -1.39767, 1.68061], [1.26247, 2.61108, 0.22724], [-1.14880, -0.85135, 0.25829], [2.27220, -1.34241, -1.36772]], "forces_ev_per_angstrom": [[-0.7, 0.1, -0.3], [1.8, -3.9, 0.9], [-0.9, -0.5, 1.2], [0.3, -0.2, 0.2], [-1.1, 0.1, -0.6], [-1.3, -0.5, 0.4], [-1.7, 0.0, 0.4], [1.4, 1.0, -1.1], [1.3, -1.0, 1.3], [1.1, 2.2, -4.1], [0.1, 0.4, 0.2], [0.3, 0.3, 0.7], [-1.7, 1.1, 0.0], [0.0, 1.1, -0.2], [0.6, 0.5, -0.4], [-0.3, -1.2, 1.4], [4.5, -1.6, -1.4], [-0.4, -0.4, 0.2], [-0.5, 0.1, 0.2], [-0.6, 1.7, 0.9], [-0.3, -0.5, 0.5], [-0.6, -0.3, 0.1], [-0.1, -1.5, 0.0], [2.4, -0.4, 0.6], [-0.4, 0.6, 0.0], [-0.1, -0.8, 0.6], [-2.8, 3.4, -2.1], [0.5, 0.1, 1.9], [-1.2, 0.8, 1.6], [0.6, -1.2, -0.4], [0.2, -1.2, -1.3], [-1.0, -0.9, -0.4], [0.7, 2.5, -0.9]], "mulliken_charge": [0.35, 0.47, 0.17, 0.43, 0.41, 0.40, 0.69, -0.38, -1.16, -0.47, 0.30, 0.19, 0.23, 0.34, 0.37, 0.26, -0.25, 0.36, 0.38, 0.27, -0.87, 0.35, 0.30, -0.52, 0.31, 0.24, -1.32, 0.33, 0.36, -1.02, 0.21, 0.35, -1.07], "de_lowest_ev": 0.661, "multiplicity": 1, "smiles": "C[Si](C)(C)N[Si](C)(C)[C@H](N)[NH3+]", "total_charge": 1, "homo_energy_ev": -13.2}

***

[4]
{"formula": "C4H8O2", "method": "ωB97M-V/def2-TZVPD", "species": ["H", "H", "C", "H", "C", "H", "H", "C", "H", "O", "C", "O", "H", "H"], "coordinates": [[-1.29258, 1.22133, -1.81332], [2.08592, 1.37457, 1.60452], [-1.35504, 0.57280, 0.10436], [0.84531, -2.18120, 0.20978], [-1.73814, 1.42353, -0.87509], [-0.55379, -2.28077, 1.20964], [-2.04197, 2.51285, -0.73306], [-0.15860, -1.78302, 0.32586], [2.15882, -0.14264, 1.05193], [2.40914, 0.79252, 0.84806], [-0.33842, -0.52653, -0.28667], [0.59261, -0.30199, -1.30383], [-1.77475, 0.35729, 1.12635], [1.16150, -1.03874, -1.46852]], "forces_ev_per_angstrom": [[0.4, 0.0, -0.9], [0.6, -1.5, -1.4], [0.3, -2.0, -1.2], [0.0, -0.4, -0.8], [1.0, 1.7, 2.1], [-0.9, 0.8, -0.3], [-0.6, -2.0, 0.0], [0.5, 2.6, 0.1], [0.1, 1.4, 0.0], [-0.6, 0.2, 1.5], [0.7, -3.3, 1.2], [-2.2, 2.4, 0.5], [0.6, 1.0, -1.1], [0.2, -0.9, 0.2]], "mulliken_charge": [0.29, 0.31, -0.35, 0.21, -0.60, 0.28, 0.25, -0.92, 0.33, -0.64, 0.73, -0.50, 0.28, 0.32], "de_lowest_ev": 3.481, "multiplicity": 1, "smiles": "C=CC(=C)O.O", "total_charge": 0, "homo_energy_ev": -8.6}

***

no.,lowest unoccupied orbital energy (eV)
1,0.392
2,0.732
3,-2.763
4,0.414